[1]
ORCA calculation (ωB97M-V/def2-TZVPD) on C18H45N3NaO10S as an isolated structure at a distorted geometry.

XYZ file:
```
78
Properties=species:S:1:pos:R:3:forces:R:3
Na 0.625612 1.785403 0.513783 -0.18 0.67 0.13
S -0.752995 4.282150 0.745941 -0.72 -0.07 0.03
O -0.546068 4.372169 2.215625 0.26 0.37 0.58
O -1.511372 3.031650 0.485853 -0.60 -1.04 -0.20
O -1.450800 5.455745 0.248132 0.02 0.28 -0.21
O 0.553251 4.065699 0.079542 1.35 0.15 -0.33
C -2.781974 0.344349 -0.475469 -0.42 0.48 -0.54
O -3.132976 -0.962550 -0.917920 0.92 -0.22 0.32
C -3.412384 -1.841236 0.172859 -1.11 0.27 -1.22
C -3.362395 -3.255690 -0.378307 0.08 -0.09 1.05
N -1.980541 -3.569585 -0.759712 -0.90 0.01 -1.23
C -1.922133 -4.687535 -1.714991 0.73 -0.10 -0.01
C -0.499119 -4.755614 -2.284024 -0.92 -0.96 0.64
O -0.352471 -3.659626 -3.141766 0.47 0.21 -0.07
C 0.947187 -3.581079 -3.682550 0.38 -0.02 0.02
H -2.735723 0.998149 -1.346240 -0.03 -0.12 -0.08
H -1.803438 0.411640 -0.000482 -0.15 -0.24 0.38
H -3.576174 0.756793 0.148497 0.20 0.02 0.35
H -4.453963 -1.599375 0.427427 0.14 -0.24 0.66
H -2.748227 -1.697795 1.026068 0.10 0.07 -0.03
H -4.103842 -3.360215 -1.181826 0.22 0.12 -0.24
H -3.697919 -3.931329 0.419169 0.14 -0.06 -0.05
H -1.750906 -2.768836 -1.357356 0.28 -0.07 0.35
H -2.610229 -4.577539 -2.563825 -0.07 0.22 0.00
H -2.189534 -5.644891 -1.259680 0.15 0.10 0.33
H -0.344189 -5.730587 -2.772508 -0.14 0.21 -0.56
H 0.216630 -4.806805 -1.454493 0.13 0.67 0.05
H 1.196970 -4.536156 -4.159219 0.12 0.08 -0.12
H 1.710380 -3.356992 -2.926711 -0.14 -0.18 0.19
H 1.027342 -2.764254 -4.399133 -0.40 -0.09 -0.04
C 2.051616 -0.500848 -5.884757 -0.18 -0.03 -0.10
O 2.444119 -0.439946 -4.532393 -0.49 -0.08 -0.06
C 2.684037 0.907323 -4.151554 0.17 -0.15 0.32
C 2.672510 1.079908 -2.633934 0.07 0.17 -0.36
N 1.397296 1.421084 -2.043191 -0.03 -0.18 0.24
C 0.371593 0.393325 -2.126263 -0.74 0.43 0.27
C 0.586775 -0.793870 -1.206920 0.13 -0.43 0.05
O 0.684107 -0.430050 0.181908 -0.14 -0.31 -0.85
C 0.517536 -1.602645 0.962758 0.03 0.22 0.05
H 2.001786 -1.527306 -6.248579 0.46 -0.13 0.27
H 2.761916 0.081599 -6.475474 -0.09 -0.06 -0.35
H 1.031582 -0.130485 -6.041379 0.07 0.41 0.14
H 1.934791 1.597230 -4.560115 -0.09 -0.16 -0.19
H 3.663035 1.206283 -4.547832 0.01 0.04 -0.07
H 3.372140 1.902915 -2.461817 -0.05 -0.08 0.41
H 3.044134 0.176024 -2.145566 0.21 0.06 -0.09
H 1.044607 2.297755 -2.409679 0.01 0.07 0.24
H 0.133148 0.082040 -3.152711 0.39 -0.50 0.02
H -0.575859 0.840606 -1.812125 0.17 0.24 0.15
H 1.475160 -1.392190 -1.444873 0.13 0.16 -0.18
H -0.258270 -1.478347 -1.329946 -0.06 0.16 -0.07
H 0.805602 -1.373239 1.985274 0.01 0.07 0.02
H 1.146991 -2.405191 0.564899 0.07 -0.05 0.10
H -0.519412 -1.942897 0.928315 0.01 -0.04 0.02
C 3.686509 2.643331 0.766288 -0.40 0.97 -0.78
O 2.808325 2.041448 1.670545 -0.47 -0.57 0.27
C 2.395176 2.911224 2.718108 0.70 0.91 0.32
C 1.387521 2.269256 3.654167 -0.02 -1.07 0.32
N 0.144816 1.877100 2.972601 0.73 0.77 0.28
C -0.761984 1.062516 3.728761 -0.54 -0.81 0.47
C -1.157268 1.509778 5.140955 0.04 1.13 -1.22
O -2.259429 0.728551 5.541081 0.17 -0.28 0.47
C -2.722332 1.126529 6.803298 0.52 0.13 0.47
H 3.237445 3.551270 0.335455 -0.11 0.02 0.20
H 3.812837 1.983187 -0.091270 0.26 -0.30 0.26
H 4.645568 2.950597 1.198494 0.08 -0.34 0.19
H 2.043288 3.870022 2.318748 -0.53 -0.31 -0.27
H 3.301555 3.205563 3.275935 -0.08 -0.28 0.27
H 1.214834 2.925276 4.518461 -0.01 0.45 -0.27
H 1.827730 1.384045 4.139262 0.14 -0.15 -0.36
H -0.289760 2.805544 2.777662 -0.30 -0.17 -0.48
H -0.408011 0.026733 3.853191 0.27 0.05 -0.23
H -1.703007 0.978437 3.178475 0.09 0.12 -0.17
H -1.481666 2.558579 5.081335 0.08 0.09 0.05
H -0.274055 1.493787 5.791892 -0.28 -0.43 0.47
H -3.073269 2.164158 6.821847 -0.20 0.00 -0.25
H -1.900612 1.092170 7.532415 -0.02 -0.12 0.07
H -3.503149 0.455765 7.151565 -0.13 -0.05 -0.21
```
Forces are in eV/Å.

## Properties
Charge ... -1
Kohn-Sham gap ... 6.09 eV
2S+1 ... 1
Energy above the lowest of the compared OMol25 structures with the same formula, charge and spin ... 0.0 kcal/mol
DFT total energy ... -59593.028 eV
HOMO level ... -4.0614 eV

***

[2]
ORCA calculation (ωB97M-V/def2-TZVPD) on an isolated ion of composition C2H4Br2 and charge +1 at a distorted geometry.

XYZ file:
```
8
Properties=species:S:1:pos:R:3:forces:R:3
Br 2.148149 -0.686793 -0.405907 -1.33 0.03 0.24
C 0.203999 -0.726463 0.155833 0.89 -0.61 0.19
C -0.225251 0.748337 -0.005707 -0.88 -0.38 -0.36
Br -2.178961 0.754267 -0.503477 1.28 -0.19 0.29
H 0.222419 -1.180883 1.146423 -0.02 0.81 0.34
H -0.285351 -1.512053 -0.419917 0.07 0.57 -0.71
H 0.270049 1.227787 -0.850047 -0.17 0.09 -0.02
H -0.155051 1.375797 0.882803 0.18 -0.32 0.03
```
Forces are in eV/Å.

## Properties
Charge ... +1
Kohn-Sham gap (spin up / spin down) ... 11.61 / 4.19 eV
2S+1 ... 2
Energy above the lowest of the compared OMol25 structures with the same formula, charge and spin ... 6.7 kcal/mol
Expectation value of S² ... 0.76
DFT total energy ... -142213.106 eV
HOMO level (spin up / spin down) ... -16.3686 / -14.8461 eV

***

[3]
ORCA calculation (ωB97M-V/def2-TZVPD) on a 2-piece molecular cluster, CH2Cl3P overall at a distorted geometry.

XYZ file:
```
7
Properties=species:S:1:pos:R:3:forces:R:3
C 1.120399 0.551499 0.317403 0.21 -0.06 -0.67
P -2.229264 -0.772127 -0.009056 0.38 0.26 0.33
Cl 1.585300 0.201875 -1.283082 -0.01 -0.14 -0.23
Cl 1.688513 1.964463 0.975122 0.36 1.51 0.34
Cl 0.991130 -0.699593 1.405210 0.10 -1.32 0.83
H -2.268605 -1.026314 -1.392903 0.15 0.03 -0.21
H -0.887472 -0.219804 -0.012697 -1.20 -0.29 -0.39
```
Forces are in eV/Å.

## Properties
Charge ... 0
Kohn-Sham gap (spin up / spin down) ... 7.92 / 7.36 eV
2S+1 ... 1
Energy above the lowest of the compared OMol25 structures with the same formula, charge and spin ... 87.9 kcal/mol
DFT total energy ... -47921.752 eV
HOMO level (spin up / spin down) ... -8.9005 / -8.5725 eV

***

[4]
ORCA calculation (ωB97M-V/def2-TZVPD) on a 12-piece molecular cluster, C25H47Cl22FO6S2 overall at a distorted geometry.

XYZ file:
```
103
Properties=species:S:1:pos:R:3:forces:R:3
C -2.520898 -0.282572 0.559054 -0.23 0.68 -0.64
C -1.997956 0.808970 -0.523197 0.14 1.05 0.64
C -1.392610 2.071568 0.264938 -0.30 -1.07 1.13
F -0.556447 2.929229 -0.553741 -1.39 -0.98 0.79
C -2.594350 2.875288 0.935475 -0.57 0.30 -0.70
O -2.268637 4.162352 1.526270 0.94 -1.21 0.24
C -1.071310 4.194870 2.335851 0.76 1.00 0.52
C -0.956958 3.119982 3.504968 -0.24 -0.08 0.56
O 0.347759 3.202109 4.183469 -0.43 -0.50 -1.77
C 1.420302 2.787734 3.310849 0.59 0.26 -0.30
S 2.948014 2.581054 4.390411 -0.35 -0.85 -0.71
C 3.407307 0.763849 4.351052 -0.09 -0.72 -0.96
C 2.283082 -0.116110 5.042776 -1.15 1.17 4.14
O 1.776445 0.277103 6.121138 1.89 -1.41 -3.97
O 1.829340 -1.352528 4.521198 0.31 2.15 -1.00
C 0.583674 -1.027431 3.850564 -1.94 -0.08 -0.16
C -0.142520 -2.270925 3.172459 -0.94 -0.71 2.15
C -0.074785 -3.607964 4.081972 0.59 -0.45 -1.24
O 0.241323 -2.524142 1.792374 2.47 0.79 0.63
C 1.644537 -2.566629 1.620753 2.42 -0.79 0.36
O 2.451773 -3.236747 2.295698 -3.17 1.96 -1.57
C 2.267547 -1.706727 0.396561 -0.15 -1.98 0.36
S 1.062439 -1.840078 -1.009797 0.25 0.15 -0.47
H -2.730728 -1.263443 0.007800 0.37 1.30 0.97
H -1.765721 -0.446063 1.405975 -0.91 0.12 -1.35
H -3.508363 0.059018 1.051749 1.97 -0.37 -1.26
H -2.872543 1.219972 -1.147353 1.30 -0.89 0.74
H -1.172584 0.422586 -1.204678 -1.16 0.27 0.88
H -0.689941 1.653403 1.079616 -0.88 0.78 -1.30
H -3.171935 2.249880 1.713231 1.23 0.54 -1.15
H -3.366659 3.107061 0.109075 1.43 -0.31 1.43
H -1.083358 5.228677 2.849018 -0.07 -1.62 -0.79
H -0.116355 4.208041 1.685897 -1.57 -0.35 0.79
H -1.083667 2.035147 3.177269 0.00 1.34 0.13
H -1.741391 3.330047 4.321706 1.25 -0.29 -1.30
H 1.707503 3.623904 2.569128 -0.50 -1.32 1.14
H 1.192645 1.830817 2.705586 0.25 1.33 1.01
H 4.398745 0.701375 4.921817 -1.61 0.04 -0.55
H 3.650816 0.412403 3.280753 -0.57 0.49 1.62
H 0.680968 -0.217241 3.045087 0.24 -0.98 1.02
H -0.128967 -0.614283 4.660768 0.99 -0.64 -1.28
H -1.262717 -2.003521 3.140187 1.80 -0.20 -0.37
H 0.873596 -3.660480 4.714374 -1.47 0.25 -0.74
H -1.028055 -3.767840 4.679499 1.33 0.40 -0.64
H 0.016557 -4.469261 3.318122 -0.29 1.26 1.30
H 2.519765 -0.641238 0.706297 -0.62 -1.31 -0.54
H 3.231612 -2.272602 0.106801 -1.85 1.28 0.66
H 1.585157 -2.794922 -1.877411 0.10 0.79 1.16
Cl -1.367962 3.097067 -4.547062 -0.16 0.07 0.06
C 0.089147 3.585518 -3.673124 0.06 0.19 0.29
Cl 1.520257 2.764146 -4.309741 -0.01 -0.06 -0.08
H 0.221569 4.661130 -3.778956 -0.02 -0.18 -0.13
H -0.027159 3.329853 -2.621735 -0.01 -0.09 -0.21
Cl -4.787910 -1.118128 2.476045 -0.49 -0.52 0.52
C -5.801488 -2.545556 2.169804 -0.37 -0.03 -0.04
Cl -5.221694 -4.006662 2.985785 -0.02 0.45 0.14
H -6.808957 -2.336557 2.525874 0.21 0.01 0.04
H -5.818243 -2.726000 1.097359 0.11 0.05 0.21
Cl -7.539896 -3.569126 -1.086073 -0.07 -0.01 -0.05
C -6.502532 -4.999094 -1.164420 0.03 -0.24 -0.20
Cl -5.098526 -4.829751 -0.103922 0.05 -0.31 -0.38
H -7.077005 -5.869984 -0.853567 0.07 0.20 0.07
H -6.158429 -5.130328 -2.188905 -0.03 0.14 0.16
Cl -4.563785 -6.097547 5.520039 0.14 -0.09 0.12
C -5.230893 -5.772472 7.124322 0.12 0.07 0.19
Cl -6.997371 -5.835152 7.108467 0.01 0.02 0.09
H -4.856789 -6.520805 7.820742 -0.11 0.03 -0.18
H -4.915251 -4.780441 7.443715 -0.11 -0.12 -0.16
Cl -2.035823 -0.317880 -7.558315 -0.08 -0.03 0.09
C -0.479453 0.334066 -7.028507 0.15 0.07 0.21
Cl 0.540199 0.759081 -8.408205 -0.06 -0.02 0.17
H -0.654998 1.226693 -6.431607 -0.02 -0.11 -0.18
H 0.032481 -0.416446 -6.428451 -0.09 0.04 -0.18
Cl 5.541588 1.545846 -1.673708 0.04 0.01 0.09
C 5.018292 2.787189 -2.819740 -0.11 -0.05 0.16
Cl 4.901200 2.135075 -4.459237 0.02 0.11 -0.07
H 4.039438 3.161858 -2.515593 0.51 -0.59 -0.23
H 5.742108 3.600664 -2.814407 -0.04 -0.19 -0.03
Cl -4.832321 3.470563 -1.706214 -0.17 -0.01 -0.34
C -4.484352 5.204138 -1.714298 0.23 0.21 -0.06
Cl -5.777510 6.119752 -0.932133 0.07 0.05 -0.03
H -3.552175 5.379801 -1.178564 -0.18 -0.10 0.05
H -4.386750 5.539700 -2.745302 -0.13 -0.13 0.14
Cl 7.216085 -2.916096 2.466075 0.02 -0.02 0.06
C 5.565806 -3.372287 2.023914 -0.18 -0.04 0.29
Cl 5.257613 -3.072971 0.308800 0.57 -0.23 0.00
H 5.424499 -4.432167 2.227772 0.06 0.15 -0.15
H 4.865331 -2.786412 2.615759 0.09 -0.06 -0.19
Cl 1.634662 7.221861 -3.902765 0.03 0.02 -0.07
C 3.084003 6.213802 -3.815438 0.19 0.04 -0.26
Cl 3.029209 5.134199 -2.416394 -0.26 0.76 0.21
H 3.152914 5.613530 -4.721780 -0.13 -0.01 0.18
H 3.958036 6.857321 -3.731132 -0.19 -0.06 0.11
Cl 3.926589 1.519121 -8.904726 0.16 0.03 -0.04
C 3.790941 1.718745 -10.655460 0.19 0.03 -0.14
Cl 2.104323 1.647833 -11.183626 0.10 0.04 -0.15
H 4.207310 2.685364 -10.933556 -0.16 -0.10 0.11
H 4.348073 0.922291 -11.145767 -0.17 0.04 0.13
Cl 4.886439 -6.796242 -0.178992 0.04 -0.10 -0.02
C 4.643953 -6.475906 -1.900342 0.12 -0.13 -0.12
Cl 3.663938 -5.025982 -2.150717 -0.05 -0.03 -0.18
H 5.613838 -6.332606 -2.373499 -0.14 0.09 0.15
H 4.135979 -7.327302 -2.349901 -0.02 0.16 0.15
```
Forces are in eV/Å.

## Properties
Charge ... 0
Kohn-Sham gap ... 9.47 eV
SMILES ... CC[C@@H](F)COCCOCSCC(=O)OC[C@H](C)OC(=O)CS.ClCCl.ClCCl.ClCCl.ClCCl.ClCCl.ClCCl.ClCCl.ClCCl.ClCCl.ClCCl.ClCCl
2S+1 ... 1
Energy above the lowest of the compared OMol25 structures with the same formula, charge and spin ... 64.6 kcal/mol
DFT total energy ... -338848.392 eV
HOMO level ... -9.2397 eV